ORCA calculation (wB97M-V/def2-TZVPD) on a single C15H18BrN3OS molecule.

XYZ file:
```
39
C15H18BrN3OS (wB97M-V/def2-TZVPD)
H 1.62 0.19 -0.07
N -5.42 1.06 -3.01
C 1.72 0.34 2.33
H -0.82 0.04 1.11
H 0.06 1.67 2.70
C 1.34 -0.78 2.93
Br -4.43 -1.31 -6.22
C -4.28 1.21 -2.38
N 0.66 0.35 -0.33
H 5.08 -0.34 2.08
C 2.27 -1.85 3.38
H 1.97 -2.20 4.38
H -1.19 -0.96 -2.59
C 3.17 0.65 2.06
H -0.82 1.66 0.37
H -6.42 0.24 -4.60
H 0.28 -0.96 3.11
C 4.03 -0.61 2.12
C -3.09 0.62 -2.80
H 4.39 -2.23 3.52
N -1.00 -0.20 -1.94
C -5.46 0.33 -4.11
S 1.37 -1.20 -2.30
H 3.51 1.37 2.81
C -1.85 0.88 -2.01
H -2.22 -0.59 -4.38
H 3.81 -1.25 1.27
H -4.29 1.82 -1.49
C 0.30 -0.27 -1.45
C 0.71 1.38 1.87
H 1.23 2.27 1.53
C -0.18 0.85 0.74
C -3.11 -0.15 -3.97
O -1.65 1.95 -1.48
H 3.28 1.13 1.09
H 2.17 -2.71 2.70
C -4.33 -0.29 -4.62
H 3.87 -0.71 4.26
C 3.72 -1.38 3.41
```

The calculation puts the frontier orbital gap at 8.4 eV. The energy relative to the best compared isomer or geometry (same formula, charge and spin) comes out at 20.3 kcal per mole.